{
  "formula": "C23H56InO11P2",
  "method": "wB97M-V/def2-TZVPD",
  "elements": ["In", "P", "P", "O", "O", "O", "O", "O", "O", "O", "O", "O", "O", "O", "C", "C", "C", "C", "C", "C", "C", "C", "C", "C", "C", "C", "C", "C", "C", "C", "C", "C", "C", "C", "C", "C", "C", "H", "H", "H", "H", "H", "H", "H", "H", "H", "H", "H", "H", "H", "H", "H", "H", "H", "H", "H", "H", "H", "H", "H", "H", "H", "H", "H", "H", "H", "H", "H", "H", "H", "H", "H", "H", "H", "H", "H", "H", "H", "H", "H", "H", "H", "H", "H", "H", "H", "H", "H", "H", "H", "H", "H", "H"],
  "positions_angstrom": [[-2.601, -1.128, 0.260], [-0.817, -4.627, -6.479], [4.515, 2.332, 5.921], [-0.681, -3.073, -6.072], [3.847, 1.021, 6.558], [-3.606, 1.442, 4.420], [5.495, 2.075, 4.855], [5.302, 2.652, 7.285], [-3.209, -3.130, -0.093], [-0.508, -5.758, -7.635], [3.171, 2.868, 5.180], [-2.308, -4.338, -7.021], [-0.719, -5.326, -5.190], [-1.117, 2.923, 2.709], [-1.012, -0.175, -2.376], [-4.402, 0.298, 4.130], [-2.354, -4.867, -1.580], [-0.543, 1.713, 3.145], [1.854, 0.655, -1.949], [-2.424, -0.102, -1.721], [-2.077, -3.895, -0.427], [0.563, -2.629, -5.497], [-3.303, -5.336, -6.800], [2.067, 1.847, 0.361], [0.279, -5.389, -8.779], [0.637, 3.877, -0.495], [3.575, -0.084, 5.691], [2.026, 3.252, -0.236], [6.082, 3.862, 7.315], [-3.754, -0.602, 3.073], [-0.540, 1.245, -2.695], [2.410, 3.936, 5.782], [1.433, 0.719, -0.471], [0.958, 1.402, -2.944], [-0.503, 3.492, 0.450], [-4.115, -0.211, 1.631], [-0.226, 3.712, 1.936], [-3.408, -5.962, -7.689], [-1.099, -0.750, -3.304], [-1.342, 4.144, 0.200], [3.008, 4.847, 5.831], [-2.082, -4.376, -2.512], [1.649, 1.795, 1.365], [1.985, -0.382, -2.253], [-5.432, 0.548, 3.859], [-0.879, 2.480, 0.295], [-1.145, 1.233, 3.910], [0.621, -2.989, -4.471], [-0.186, -4.564, -9.325], [-4.243, -4.823, -6.612], [-0.487, 4.742, 2.188], [1.540, 4.118, 5.157], [-0.445, 0.989, 2.327], [0.760, 4.960, -0.379], [-3.146, -0.572, -2.389], [-1.693, -4.408, 0.466], [5.537, 4.707, 6.895], [0.339, -6.256, -9.433], [1.289, -5.107, -8.480], [-3.399, -5.171, -1.630], [-0.812, 1.865, -1.839], [3.748, -0.995, 6.260], [-1.044, -1.234, 1.140], [0.462, 1.886, 3.553], [-1.135, 1.604, -3.537], [1.238, 2.453, -3.030], [-4.453, -0.268, 5.064], [2.845, 1.120, -2.007], [6.310, 4.077, 8.356], [0.356, 0.742, -0.323], [0.542, -1.542, -5.501], [-3.058, -5.959, -5.940], [2.078, 3.656, 6.784], [-2.677, -0.508, 3.226], [1.429, -2.957, -6.073], [-4.194, 0.870, 1.490], [1.771, -0.211, -0.011], [3.126, 1.589, 0.464], [2.623, 3.930, 0.376], [-5.075, -0.676, 1.394], [-2.715, 0.939, -1.570], [-3.643, 2.047, 3.673], [-0.342, -0.719, -1.714], [-4.087, -1.622, 3.267], [0.816, 3.539, 2.212], [2.551, 3.198, -1.193], [2.534, -0.056, 5.368], [7.008, 3.714, 6.761], [1.163, 0.983, -3.937], [0.326, 3.742, -1.527], [-1.760, -5.777, -1.469], [-1.297, -3.209, -0.797], [4.228, -0.076, 4.819]],
  "charge": -1,
  "max_force_ev_per_a": 5.5,
  "orbital_gap_ev": 5.98
}

{
  "formula": "C23H56O15V",
  "method": "wB97M-V/def2-TZVPD",
  "elements": ["V", "O", "O", "O", "O", "O", "O", "O", "O", "O", "O", "O", "O", "O", "O", "O", "C", "C", "C", "C", "C", "C", "C", "C", "C", "C", "C", "C", "C", "C", "C", "C", "C", "C", "C", "C", "C", "C", "C", "H", "H", "H", "H", "H", "H", "H", "H", "H", "H", "H", "H", "H", "H", "H", "H", "H", "H", "H", "H", "H", "H", "H", "H", "H", "H", "H", "H", "H", "H", "H", "H", "H", "H", "H", "H", "H", "H", "H", "H", "H", "H", "H", "H", "H", "H", "H", "H", "H", "H", "H", "H", "H", "H", "H", "H"],
  "positions_angstrom": [[1.457, 0.300, 0.468], [0.152, -0.527, 0.869], [1.449, 0.653, -1.092], [0.338, 0.087, 4.355], [1.819, -3.371, 2.901], [3.450, -0.398, -3.995], [-2.301, 1.777, 0.491], [-0.493, -4.341, -2.554], [4.633, 0.204, 2.569], [3.363, 1.421, 1.263], [2.461, -0.068, 2.560], [2.660, -1.530, 0.054], [3.732, -2.270, -1.848], [0.303, 2.265, 0.963], [-2.878, 2.867, -2.083], [4.822, -1.072, -0.357], [-1.545, -3.630, -1.908], [3.734, -1.583, -0.731], [2.473, -0.685, -6.156], [0.293, 1.389, 4.859], [-1.148, -2.185, -1.679], [-0.915, 1.561, 5.774], [-4.317, 0.469, 0.161], [1.270, -1.377, -4.046], [1.641, 3.949, 1.988], [-2.803, -3.748, -2.743], [-0.756, 1.979, -2.882], [2.603, -1.239, -4.748], [-3.111, 0.627, 2.371], [-1.983, 2.820, -3.214], [1.619, 1.701, 5.553], [0.286, -4.074, 1.216], [-0.072, 4.485, 0.214], [-3.510, 1.353, 1.094], [0.982, 3.498, 0.694], [0.976, -5.619, 3.071], [-1.667, 4.248, -3.616], [1.416, -4.479, 2.134], [3.479, 0.714, 2.345], [0.325, -4.202, -2.060], [-1.821, 1.540, 5.166], [-1.174, 4.769, -2.793], [-1.681, -4.063, -0.908], [-3.732, 3.086, -2.467], [1.359, -1.970, -3.137], [-1.221, -1.560, -2.577], [-0.091, -4.909, 0.608], [-2.593, 4.813, -3.784], [0.000, -5.382, 3.517], [-1.006, 0.928, -2.760], [-0.652, 2.418, 1.008], [2.443, 1.462, 4.873], [2.430, 4.681, 1.783], [2.284, -4.895, 1.619], [-1.832, -1.665, -0.998], [0.843, -6.564, 2.531], [-4.076, 2.246, 1.406], [-2.269, -0.043, 2.175], [1.760, 0.995, 6.378], [-0.560, -3.706, 1.803], [-3.000, -4.786, -3.036], [-2.829, 1.311, 3.168], [-4.485, 0.902, -0.827], [-1.073, 4.319, -4.528], [1.666, -5.825, 3.892], [-2.467, 2.123, -0.397], [-0.911, 2.563, 6.216], [3.173, -2.178, -4.792], [0.635, -3.311, 0.517], [-0.151, -2.018, -1.281], [0.166, 2.115, 4.038], [-5.326, 0.297, 0.558], [1.745, 2.756, 5.816], [-0.909, 4.562, 0.915], [2.010, -1.474, -6.759], [0.573, -1.953, -4.676], [-3.952, -0.003, 2.681], [0.843, -0.406, -3.796], [-2.612, -3.238, -3.691], [-0.059, 2.031, -3.720], [2.074, 3.095, 2.503], [-0.257, 2.364, -1.993], [0.997, 0.092, 3.611], [3.408, -0.325, -6.588], [0.365, 5.479, 0.065], [0.929, 4.469, 2.644], [-0.910, 0.787, 6.543], [1.153, -3.171, 3.566], [-3.882, -0.528, 0.081], [-2.465, 2.312, -4.062], [1.785, 0.169, -6.205], [3.569, -0.868, -3.134], [1.740, 3.373, -0.080], [-3.677, -3.393, -2.200], [-0.513, 4.210, -0.747]],
  "relative_energy_kj_mol": 0.0,
  "charge": -3,
  "max_force_ev_per_a": 7.7,
  "orbital_gap_ev": 2.16
}

{
  "formula": "C23H57BCl2N2O17S5",
  "method": "wB97M-V/def2-TZVPD",
  "elements": ["Cl", "Cl", "S", "S", "S", "S", "S", "O", "O", "O", "O", "O", "O", "O", "O", "O", "O", "O", "O", "O", "O", "O", "O", "O", "N", "N", "C", "C", "C", "C", "C", "C", "C", "C", "C", "C", "C", "C", "C", "C", "C", "C", "C", "C", "C", "C", "C", "C", "C", "B", "H", "H", "H", "H", "H", "H", "H", "H", "H", "H", "H", "H", "H", "H", "H", "H", "H", "H", "H", "H", "H", "H", "H", "H", "H", "H", "H", "H", "H", "H", "H", "H", "H", "H", "H", "H", "H", "H", "H", "H", "H", "H", "H", "H", "H", "H", "H", "H", "H", "H", "H", "H", "H", "H", "H", "H", "H"],
  "positions_angstrom": [[-1.556, -2.773, -0.265], [-1.847, -2.104, 2.772], [2.948, 3.492, 0.470], [-5.958, -0.284, 1.093], [7.835, 2.487, -1.083], [-5.023, 3.625, -2.193], [1.834, -7.497, 3.256], [-7.142, -1.051, 1.832], [7.311, 2.074, 0.184], [2.439, 2.716, -0.621], [1.996, -6.631, 2.131], [0.289, -7.628, 3.588], [-6.363, 0.017, -0.244], [-5.496, 0.770, 1.951], [2.846, 5.032, 0.082], [1.026, -0.919, -0.845], [-3.916, 2.759, -2.474], [7.825, 1.248, -2.068], [-6.339, 3.266, -2.611], [2.419, 3.306, 1.786], [-4.675, 5.077, -2.736], [2.551, -7.248, 4.466], [7.301, 3.636, -1.747], [4.504, -1.667, -0.660], [-2.447, -0.057, -1.566], [2.929, -3.502, -0.576], [-1.367, 0.499, 2.190], [-5.458, 5.071, -5.074], [3.700, -3.929, 0.611], [-1.426, -1.156, 0.310], [-0.578, -5.322, 3.435], [-5.063, 4.018, -0.481], [6.580, 0.517, -2.277], [-1.526, -0.866, 1.601], [-1.225, -0.123, -0.740], [4.699, 3.397, 0.514], [-9.178, 0.179, 1.190], [-8.255, -0.268, 2.307], [-0.338, -6.540, 4.306], [-0.031, -0.422, -1.629], [9.580, 2.652, -0.959], [-4.792, -1.593, 1.079], [-4.286, 5.201, -4.122], [5.598, 1.251, -3.170], [2.095, -9.158, 2.742], [1.563, 5.540, -0.323], [0.621, 5.721, 0.849], [2.176, -1.184, -1.647], [1.503, -3.733, -0.302], [3.214, -2.154, -0.917], [1.088, 6.322, 1.629], [1.768, 6.502, -0.788], [1.375, -4.741, 0.074], [4.535, -1.181, 0.167], [-7.886, 0.582, 2.883], [5.229, 2.161, -2.702], [-0.439, 0.948, 1.860], [6.134, 0.271, -1.315], [1.943, -9.818, 3.591], [4.742, 0.610, -3.381], [6.870, -0.419, -2.746], [-3.936, -1.235, 0.521], [-5.877, 4.067, -5.054], [-5.229, -2.453, 0.579], [6.073, 1.537, -4.109], [-5.135, 5.285, -6.093], [-0.321, -1.136, -2.402], [4.745, -4.039, 0.368], [1.404, -9.387, 1.935], [-8.683, 0.884, 0.524], [-5.377, 3.116, 0.044], [5.073, 4.139, 1.213], [-1.124, -5.595, 2.533], [-1.287, -6.940, 4.658], [3.350, -4.903, 0.927], [-5.785, 4.814, -0.322], [-1.338, 0.438, 3.266], [1.908, -1.596, -2.624], [-6.253, 5.764, -4.799], [0.347, 4.765, 1.294], [0.258, -6.292, 5.185], [-3.505, 4.473, -4.349], [-1.152, -4.577, 3.986], [-10.060, 0.665, 1.607], [-0.289, 6.216, 0.519], [-2.177, 0.140, -2.519], [0.296, 0.516, -2.071], [3.568, -3.256, 1.455], [-3.077, 0.653, -1.228], [-9.492, -0.674, 0.589], [1.086, -3.061, 0.442], [9.984, 1.768, -0.475], [-3.844, 6.191, -4.207], [-4.516, -1.830, 2.100], [2.672, -0.237, -1.854], [1.131, 4.892, -1.088], [-8.791, -0.920, 2.995], [-4.072, 4.316, -0.163], [3.121, -9.223, 2.387], [0.905, -3.670, -1.199], [0.359, -4.863, 3.124], [9.990, 2.777, -1.958], [-2.185, 1.133, 1.867], [9.775, 3.538, -0.360], [-1.046, 0.851, -0.300], [5.085, 3.568, -0.485], [4.962, 2.400, 0.856]],
  "smiles": "C/C(Cl)=C(/Cl)[C@H](N)COCB(O)N(C)C.CCOS(C)(=O)=O.CCOS(C)(=O)=O.CCOS(C)(=O)=O.CCOS(C)(=O)=O.CCOS(C)(=O)=O",
  "max_force_ev_per_a": 1.9,
  "orbital_gap_ev": 9.25
}

- What is the formula in the second record?
  C23H56O15V